This record from OMol25 describes a single C29H36N4O7S molecule. The level of theory is ωB97M-V with the def2-TZVPD basis set.

Each line ends with the natural charge from an NBO analysis.
Element x y z (Å)
C  -3.82  -3.14  -1.92  -0.60
C  -2.92  -3.92  -0.98  -0.40
C  -3.54  -4.07  0.41  -0.40
H  -4.52  -4.55  0.32  0.20
H  -3.68  -3.09  0.86  0.21
C  -2.67  -4.92  1.34  -0.22
N  -1.39  -4.28  1.58  -0.63
C  -0.23  -4.90  1.34  0.67
O  -0.13  -6.04  0.92  -0.64
C  1.03  -4.08  1.59  -0.63
H  1.26  -3.47  0.72  0.29
H  1.85  -4.76  1.80  0.25
S  0.91  -2.90  2.97  0.27
C  1.15  -1.38  2.14  0.34
N  1.38  -1.40  0.87  -0.57
C  1.66  -0.23  0.22  0.28
C  1.66  0.99  0.91  -0.24
C  2.01  2.19  0.27  -0.21
C  2.35  2.12  -1.04  0.22
C  2.32  0.90  -1.75  0.35
C  1.97  -0.28  -1.15  -0.33
H  1.96  -1.22  -1.68  0.24
O  2.70  1.12  -3.03  -0.49
C  3.04  2.49  -3.12  0.22
O  2.77  3.11  -1.88  -0.48
H  4.12  2.58  -3.35  0.16
H  2.45  2.97  -3.91  0.20
H  2.01  3.11  0.83  0.25
C  1.32  1.01  2.32  0.67
O  1.20  2.02  2.99  -0.63
N  1.11  -0.25  2.90  -0.46
C  0.81  -0.28  4.32  -0.24
H  1.40  -1.08  4.78  0.22
C  -0.68  -0.47  4.62  -0.41
C  -1.55  0.37  3.69  -0.51
C  -1.73  -0.34  2.37  0.71
O  -2.01  -1.53  2.31  -0.69
N  -1.57  0.40  1.26  -0.62
H  -1.27  1.36  1.31  0.41
C  -1.81  -0.15  -0.06  -0.23
C  -2.61  0.82  -0.93  -0.42
C  -1.73  1.89  -1.52  -0.02
C  -1.45  3.06  -0.85  -0.23
C  -0.62  4.02  -1.42  -0.28
C  -0.07  3.83  -2.67  0.24
C  -0.35  2.63  -3.36  0.33
C  -1.15  1.67  -2.77  -0.31
H  -1.36  0.75  -3.29  0.22
O  0.23  2.51  -4.59  -0.51
C  0.05  1.32  -5.31  -0.25
H  0.60  1.45  -6.24  0.20
H  0.46  0.46  -4.77  0.18
H  -1.01  1.14  -5.53  0.18
O  0.72  4.72  -3.33  -0.49
C  1.11  5.89  -2.66  -0.25
H  1.76  6.42  -3.35  0.20
H  0.25  6.52  -2.41  0.18
H  1.67  5.65  -1.75  0.18
H  -0.42  4.93  -0.87  0.22
H  -1.89  3.26  0.11  0.21
H  -3.08  0.25  -1.74  0.22
H  -3.40  1.27  -0.33  0.22
H  -0.86  -0.38  -0.55  0.20
H  -2.36  -1.08  0.09  0.23
H  -1.13  1.37  3.56  0.23
H  -2.55  0.47  4.13  0.24
H  -0.96  -1.52  4.50  0.24
H  -0.85  -0.19  5.66  0.22
H  1.15  0.68  4.71  0.25
H  -1.43  -3.32  1.90  0.44
H  -3.19  -5.06  2.30  0.19
H  -2.47  -5.90  0.90  0.23
H  -1.96  -3.41  -0.89  0.20
H  -2.73  -4.91  -1.40  0.20
H  -4.76  -3.66  -2.07  0.20
H  -4.05  -2.15  -1.51  0.19
H  -3.35  -3.00  -2.89  0.21

Its energy above the lowest of the compared OMol25 structures with the same formula, charge and spin is 0.0 kcal per mole. The structure (SMILES) is CCCCNC(=O)CSc1nc2cc3c(cc2c(=O)n1CCCC(=O)NCCc1ccc(OC)c(OC)c1)OCO3. The orbital gap is 8.48 eV. As for the maximum force: 1.42 eV Å⁻¹. The calculation puts the molar mass at 584.7 g/mol. Its total energy is -2270.6460 Ha. The LUMO energy is 0.513 eV.

***

This record from OMol25 describes a molecular structure, C61H77InN6O4P2SSi. The level of theory is ωB97M-V with the def2-TZVPD basis set.

Each line ends with the Mulliken charge.
Element x y z (Å)
In  0.34  0.70  -0.69  1.33
C  3.51  -0.99  -1.16  -1.32
Si  1.82  -1.44  -0.41  0.30
C  1.32  -2.99  -1.43  0.19
C  2.39  -3.83  -1.82  0.31
C  2.22  -4.94  -2.63  -1.33
C  0.95  -5.25  -3.11  -1.24
C  -0.12  -4.45  -2.74  -0.78
C  0.05  -3.33  -1.91  0.61
P  -1.37  -2.34  -1.32  0.67
C  -2.14  -3.49  -0.08  0.40
C  -1.12  -3.63  1.07  0.15
C  -1.71  -4.37  2.27  -0.92
C  -2.23  -5.75  1.85  -0.98
C  -3.24  -5.62  0.72  -0.90
C  -2.64  -4.88  -0.48  -0.33
C  -2.53  -2.10  -2.75  0.36
C  -2.88  -3.21  -3.76  -1.03
C  -4.12  -2.81  -4.56  -1.08
C  -5.36  -2.81  -3.65  -0.90
C  -5.01  -2.36  -2.22  -0.73
C  -3.82  -1.42  -2.22  0.39
C  2.31  -1.99  1.36  0.57
C  2.93  -3.25  1.43  -0.35
C  3.66  -3.66  2.53  -1.25
C  3.79  -2.80  3.62  -0.99
C  3.12  -1.59  3.60  -0.39
C  2.36  -1.18  2.50  0.24
P  1.27  0.28  2.63  0.58
C  2.19  1.48  3.74  0.63
C  1.56  2.86  3.52  -0.50
C  2.12  3.90  4.50  -1.12
C  3.65  3.76  4.67  -0.90
C  4.25  2.98  3.50  -0.47
C  3.73  1.55  3.50  -0.64
C  -0.07  -0.51  3.70  1.41
C  -1.08  0.51  4.24  -0.64
C  -0.72  1.10  5.61  -0.28
C  -0.44  0.01  6.63  -1.19
C  0.64  -0.95  6.13  -0.67
C  0.25  -1.55  4.78  -1.24
H  3.93  -1.83  -1.72  0.67
H  4.20  -0.72  -0.37  0.52
H  3.43  -0.16  -1.86  -0.02
H  3.39  -3.61  -1.49  0.31
H  3.07  -5.55  -2.89  0.42
H  0.80  -6.10  -3.75  0.44
H  -1.10  -4.71  -3.10  0.65
H  -2.99  -2.91  0.30  0.89
H  -0.75  -2.65  1.38  -0.91
H  -0.25  -4.18  0.71  0.28
H  -2.54  -3.79  2.69  0.33
H  -0.96  -4.47  3.05  0.38
H  -2.66  -6.27  2.70  0.49
H  -1.38  -6.35  1.50  0.34
H  -4.11  -5.06  1.08  0.32
H  -3.60  -6.60  0.41  0.44
H  -3.40  -4.80  -1.27  0.10
H  -1.81  -5.46  -0.89  0.28
H  -1.97  -1.34  -3.31  -0.32
H  -3.08  -4.16  -3.27  0.26
H  -2.04  -3.36  -4.44  0.56
H  -4.27  -3.48  -5.40  0.52
H  -3.97  -1.81  -4.98  0.34
H  -5.79  -3.81  -3.63  0.39
H  -6.13  -2.16  -4.07  0.33
H  -4.78  -3.23  -1.60  -0.06
H  -5.87  -1.88  -1.75  0.61
H  -3.66  -1.02  -1.21  -0.95
H  -4.06  -0.55  -2.85  0.84
H  2.86  -3.93  0.60  0.55
H  4.14  -4.63  2.54  0.43
H  4.37  -3.09  4.49  0.43
H  3.16  -0.96  4.48  0.27
H  2.02  1.18  4.77  0.82
H  0.47  2.81  3.60  0.46
H  1.75  3.16  2.49  -0.38
H  1.63  3.79  5.47  0.23
H  1.87  4.89  4.13  0.47
H  3.88  3.22  5.59  0.33
H  4.11  4.74  4.76  0.50
H  5.34  2.96  3.57  0.53
H  4.01  3.48  2.56  -0.12
H  4.23  1.01  4.30  0.44
H  4.00  1.06  2.56  0.05
H  -0.58  -1.07  2.91  -1.62
H  -2.04  -0.01  4.37  0.53
H  -1.26  1.31  3.52  0.28
H  -1.54  1.73  5.95  0.56
H  0.15  1.75  5.53  -0.34
H  -1.36  -0.57  6.81  0.35
H  -0.15  0.45  7.59  0.53
H  0.81  -1.75  6.86  0.46
H  1.59  -0.41  6.04  0.16
H  -0.68  -2.12  4.94  0.57
H  0.99  -2.26  4.44  0.52
O  -2.61  5.05  -5.30  -0.74
C  -3.12  4.73  -4.21  0.21
O  -3.93  5.31  -3.47  -0.75
C  -2.56  3.42  -3.61  -0.69
C  -1.52  2.73  -4.21  -1.06
C  -0.87  1.74  -3.50  0.95
N  -1.20  1.43  -2.24  1.03
C  -2.31  1.98  -1.72  1.19
C  -3.02  2.97  -2.38  -1.16
C  -2.77  1.44  -0.42  0.28
C  -4.00  1.78  0.14  -0.97
C  -4.44  1.10  1.26  -1.48
C  -3.64  0.10  1.79  -1.40
C  -2.42  -0.15  1.20  0.05
N  -1.99  0.51  0.13  1.43
C  0.21  0.91  -4.12  0.28
C  0.61  1.10  -5.44  -1.08
C  1.55  0.25  -5.98  -1.14
C  2.06  -0.78  -5.20  -1.35
C  1.61  -0.89  -3.90  -0.18
N  0.72  -0.06  -3.36  0.72
H  -1.23  3.05  -5.19  0.70
H  -3.88  3.46  -1.96  0.70
H  -4.61  2.54  -0.31  0.62
H  -5.39  1.35  1.70  0.50
H  -3.96  -0.48  2.65  0.61
H  -1.77  -0.93  1.56  -0.09
H  0.20  1.90  -6.03  0.61
H  1.87  0.38  -7.01  0.45
H  2.78  -1.48  -5.59  0.56
H  1.97  -1.69  -3.27  0.23
S  -0.43  3.09  0.56  -0.06
C  0.05  4.41  -0.44  0.38
N  1.29  4.89  -0.38  0.11
C  1.76  6.01  -1.19  -0.78
C  0.93  6.10  -2.46  -0.19
C  -0.54  6.14  -2.10  -0.63
N  -0.84  5.03  -1.20  -0.10
H  1.93  4.32  0.15  -0.20
H  2.82  5.86  -1.39  0.34
H  1.66  6.94  -0.61  0.46
H  1.13  5.22  -3.08  -0.13
H  1.20  6.99  -3.03  0.57
H  -1.17  6.03  -2.99  0.21
H  -0.81  7.08  -1.62  0.38
H  -1.78  4.64  -1.21  0.21
O  1.48  3.12  -3.03  -0.59
C  2.36  2.81  -2.24  -0.40
C  3.83  3.17  -2.40  -0.80
C  4.45  2.77  -1.08  -0.82
C  3.32  2.05  -0.35  -1.21
O  3.43  1.50  0.73  -0.24
N  2.16  2.10  -1.08  1.70
H  3.92  4.23  -2.66  0.38
H  4.21  2.60  -3.25  0.26
H  4.76  3.62  -0.47  0.32
H  5.30  2.09  -1.15  0.40

The orbital gap is 7.03 eV. As for the maximum force: 0.59 eV Å⁻¹. The calculation puts the molar mass at 1195.2 g/mol. Its total energy is -4560.8659 Ha. The LUMO energy is -0.568 eV.

***

This record from OMol25 describes a single C26H41N3O2 molecule. The level of theory is ωB97M-V with the def2-TZVPD basis set.

Each line ends with the natural charge from an NBO analysis.
Element x y z (Å)
C  1.60  2.70  4.57  -0.62
H  1.54  2.68  5.65  0.21
H  0.62  2.47  4.16  0.22
H  1.88  3.70  4.25  0.21
C  2.64  1.68  4.08  -0.20
N  2.76  1.61  2.64  -0.43
C  1.69  1.20  1.87  0.17
C  1.61  1.48  0.50  -0.25
C  0.58  0.99  -0.28  -0.20
C  -0.43  0.21  0.26  -0.08
C  -0.37  -0.05  1.63  -0.19
C  0.66  0.42  2.41  -0.27
H  0.66  0.17  3.46  0.21
H  -1.15  -0.66  2.08  0.22
C  -1.53  -0.35  -0.60  0.00
N  -1.63  -1.80  -0.43  -0.46
C  -2.61  -2.37  -1.33  -0.22
C  -4.00  -1.80  -1.03  -0.42
H  -4.28  -2.08  -0.01  0.21
H  -4.73  -2.22  -1.72  0.21
C  -4.00  -0.27  -1.15  0.28
C  -2.88  0.28  -0.24  -0.27
C  -2.85  1.81  -0.32  -0.40
C  -4.20  2.38  0.12  -0.39
C  -5.32  1.83  -0.75  -0.40
C  -5.35  0.31  -0.70  -0.40
H  -5.56  -0.03  0.31  0.20
H  -6.13  -0.07  -1.36  0.21
H  -5.16  2.14  -1.79  0.21
H  -6.28  2.23  -0.42  0.20
H  -4.17  3.47  0.05  0.21
H  -4.38  2.12  1.16  0.19
H  -2.66  2.10  -1.36  0.21
H  -2.05  2.20  0.30  0.21
H  -3.12  -0.01  0.79  0.21
O  -3.83  0.12  -2.50  -0.74
H  -3.00  -0.25  -2.82  0.47
H  -2.63  -3.46  -1.17  0.20
H  -2.35  -2.20  -2.38  0.19
C  -0.34  -2.47  -0.46  -0.32
C  0.53  -2.08  -1.65  0.69
O  0.05  -1.79  -2.73  -0.66
N  1.87  -2.06  -1.45  -0.44
C  2.52  -2.36  -0.18  -0.22
H  2.34  -1.55  0.54  0.20
C  4.02  -2.52  -0.39  -0.41
C  4.65  -1.23  -0.91  -0.40
C  3.71  -0.53  -1.90  -0.41
C  2.72  -1.53  -2.50  -0.23
H  2.07  -1.05  -3.23  0.25
H  3.26  -2.35  -3.00  0.18
H  4.27  -0.06  -2.70  0.21
H  3.13  0.24  -1.39  0.21
H  4.86  -0.56  -0.07  0.20
H  5.60  -1.46  -1.39  0.21
H  4.20  -3.33  -1.09  0.20
H  4.48  -2.80  0.56  0.22
H  2.11  -3.28  0.23  0.20
H  -0.52  -3.55  -0.50  0.22
H  0.16  -2.25  0.48  0.22
H  -1.29  -0.10  -1.65  0.18
H  0.56  1.22  -1.34  0.22
H  2.35  2.11  0.02  0.20
C  3.89  2.28  2.05  -0.20
C  3.73  3.80  1.89  -0.63
H  3.69  4.28  2.86  0.20
H  2.81  4.03  1.35  0.21
H  4.57  4.20  1.34  0.21
H  4.09  1.83  1.07  0.20
H  4.76  2.08  2.68  0.20
H  3.62  1.94  4.48  0.20
H  2.38  0.69  4.47  0.19

Its energy above the lowest of the compared OMol25 structures with the same formula, charge and spin is 27.7 kcal per mole. The structure (SMILES) is CCN(CC)c1ccc([C@@H]2[C@H]3CCCC[C@]3(O)CCN2CC(=O)N2CCCCC2)cc1. The orbital gap is 8.23 eV. As for the maximum force: 1.11 eV Å⁻¹. The calculation puts the molar mass at 427.6 g/mol. Its total energy is -1330.1133 Ha. The LUMO energy is 0.678 eV.

***

This record from OMol25 describes a single C10H10ClNOS molecule. The level of theory is ωB97M-V with the def2-TZVPD basis set.

Each line ends with the natural charge from an NBO analysis.
Element x y z (Å)
C  -0.06  3.01  0.37  -0.16
C  -1.38  2.56  0.32  -0.32
C  0.99  2.19  0.02  -0.25
C  -1.72  1.29  -0.02  -0.20
C  0.74  0.81  -0.24  -0.06
C  -0.72  0.42  -0.35  0.03
C  -1.81  -1.41  0.19  0.95
C  1.90  0.03  -0.29  -0.41
C  -0.50  -1.56  -1.97  -0.42
C  1.68  -2.15  1.68  -0.74
N  -1.13  -0.93  -0.76  -0.42
O  -2.57  -1.75  1.02  -0.39
S  1.72  -1.69  -0.13  0.17
Cl  3.51  0.69  -0.10  -0.03
H  -0.04  4.09  0.58  0.22
H  -2.27  3.09  0.57  0.21
H  1.98  2.48  0.09  0.23
H  -2.64  0.80  -0.10  0.20
H  0.33  -0.90  -2.40  0.28
H  -0.03  -2.61  -1.83  0.26
H  -1.37  -1.61  -2.62  0.21
H  2.65  -2.09  2.19  0.22
H  1.33  -3.14  1.77  0.21
H  1.03  -1.34  2.18  0.21

Its energy above the lowest of the compared OMol25 structures with the same formula, charge and spin is 87.7 kcal per mole. The orbital gap (alpha / beta) is 5.69 / 5.69 eV. As for the maximum force: 3.70 eV Å⁻¹. The calculation puts the molar mass at 227.7 g/mol. Its total energy is -1375.2539 Ha. The LUMO energy (alpha / beta) is -0.616 / -0.613 eV.

***

What did the fourth record say?
This record from OMol25 describes a single C10H10ClNOS molecule. The level of theory is ωB97M-V with the def2-TZVPD basis set.

Each line ends with the natural charge from an NBO analysis.
Element x y z (Å)
C  -0.06  3.01  0.37  -0.16
C  -1.38  2.56  0.32  -0.32
C  0.99  2.19  0.02  -0.25
C  -1.72  1.29  -0.02  -0.20
C  0.74  0.81  -0.24  -0.06
C  -0.72  0.42  -0.35  0.03
C  -1.81  -1.41  0.19  0.95
C  1.90  0.03  -0.29  -0.41
C  -0.50  -1.56  -1.97  -0.42
C  1.68  -2.15  1.68  -0.74
N  -1.13  -0.93  -0.76  -0.42
O  -2.57  -1.75  1.02  -0.39
S  1.72  -1.69  -0.13  0.17
Cl  3.51  0.69  -0.10  -0.03
H  -0.04  4.09  0.58  0.22
H  -2.27  3.09  0.57  0.21
H  1.98  2.48  0.09  0.23
H  -2.64  0.80  -0.10  0.20
H  0.33  -0.90  -2.40  0.28
H  -0.03  -2.61  -1.83  0.26
H  -1.37  -1.61  -2.62  0.21
H  2.65  -2.09  2.19  0.22
H  1.33  -3.14  1.77  0.21
H  1.03  -1.34  2.18  0.21

Its energy above the lowest of the compared OMol25 structures with the same formula, charge and spin is 87.7 kcal per mole. The orbital gap (alpha / beta) is 5.69 / 5.69 eV. As for the maximum force: 3.70 eV Å⁻¹. The calculation puts the molar mass at 227.7 g/mol. Its total energy is -1375.2539 Ha. The LUMO energy (alpha / beta) is -0.616 / -0.613 eV.